A molecular structure, C25H60N4O6 at a distorted geometry, computed with ωB97M-V with the def2-TZVPD basis set.

The geometry in XYZ format:
```
95
C25H60N4O6 | OMol25 | ωB97M-V with the def2-TZVPD basis set
C -18.4798 11.0578 0.3057
C -19.3735 12.2710 0.0033
C -18.7558 13.5462 0.4786
C -17.5325 14.0428 -0.3650
C -18.0721 14.3907 -1.7106
C -18.7069 13.1943 -2.3586
N -19.6737 12.5580 -1.4481
O -20.3777 11.5140 -2.0633
C -19.4207 13.6964 -3.6166
C -17.6173 12.0838 -2.9261
C -20.8280 12.1735 0.6934
H -18.0252 11.2171 1.2835
H -17.6022 10.9661 -0.3342
H -19.0252 10.1169 0.3796
H -19.4661 14.3627 0.3489
H -18.4832 13.4733 1.5314
H -16.7951 13.2534 -0.5105
H -16.9500 14.7921 0.1712
H -17.2473 14.7418 -2.3307
H -18.6247 15.3298 -1.6809
H -19.7450 12.8700 -4.2492
H -20.3840 14.0374 -3.2372
H -18.9667 14.2758 -4.4205
H -16.9470 11.6920 -2.1611
H -18.0740 11.3608 -3.6020
H -16.9194 12.6225 -3.5671
H -21.5919 12.8542 0.3179
H -20.7925 12.2351 1.7811
H -21.0966 11.1267 0.5514
H -21.2379 11.9112 -2.2183
C -23.3159 5.6406 -1.5836
O -23.5263 6.5902 -0.5584
C -23.0114 7.8053 -0.8970
C -23.1853 8.6686 0.3913
N -22.3443 8.2358 1.6013
C -22.7057 8.9690 2.8343
C -22.1832 10.3702 2.9595
O -22.1339 10.7835 4.3214
C -21.7020 12.1204 4.4833
H -23.5957 5.8704 -2.6117
H -23.9382 4.7998 -1.2771
H -22.2938 5.2621 -1.5786
H -23.5129 8.2548 -1.7540
H -21.9472 7.6131 -1.0333
H -24.2049 8.5864 0.7680
H -23.0098 9.6991 0.0827
H -22.6952 7.3026 1.7624
H -22.3475 8.3594 3.6639
H -23.7395 9.2905 2.9610
H -22.7059 11.1378 2.3887
H -21.2208 10.4472 2.4536
H -20.7890 12.3633 3.9397
H -21.5621 12.3810 5.5324
H -22.5070 12.8265 4.2795
C -17.6944 12.9590 7.4180
O -18.9758 12.8590 8.0682
C -19.9714 13.5951 7.5334
C -20.7427 12.6031 6.6240
N -20.2626 12.3712 5.2746
C -19.8639 13.5025 4.4391
C -19.1557 12.8778 3.1928
O -17.9518 12.3647 3.6171
C -17.0677 11.9864 2.5250
H -17.7014 12.7948 6.3405
H -16.8656 12.4150 7.8709
H -17.3774 13.9654 7.6914
H -19.7955 14.5994 7.1482
H -20.6746 13.8089 8.3383
H -21.7658 12.9691 6.5376
H -20.8681 11.5636 6.9270
H -19.5657 11.6427 5.3354
H -19.2355 14.1647 5.0346
H -20.6974 14.0990 4.0679
H -18.8789 13.5792 2.4058
H -19.8399 12.1152 2.8208
H -16.8326 12.8233 1.8675
H -17.4504 11.1583 1.9284
H -16.0565 11.7392 2.8481
C -20.4325 9.5247 4.2143
C -19.1298 9.4929 5.0334
C -18.0125 8.8363 4.3317
O -16.8732 8.4458 5.0484
C -15.7370 8.2883 4.1912
N -18.6636 10.7824 5.2845
H -20.7772 8.5125 4.0024
H -20.3266 10.2105 3.3738
H -21.2081 10.0645 4.7577
H -19.3177 9.0294 6.0019
H -17.7302 9.3593 3.4180
H -18.3638 7.8676 3.9764
H -15.6354 7.2944 3.7555
H -14.7299 8.3261 4.6065
H -15.7112 9.1142 3.4803
H -18.6135 11.1234 4.3351
H -17.6982 10.8080 5.5803
```

The value obtained for the orbital gap is 4.55 eV. The spin multiplicity is 1. For the LUMO energy, the calculation gives 0.54 eV. Its total charge is 0. The HOMO energy is -0.147 hartree.



7 unconnected molecules or ions with the total composition C25H60O8, computed with ωB97M-V with the def2-TZVPD basis set.

The geometry in XYZ format:
```
93
C25H60O8 | OMol25 | ωB97M-V with the def2-TZVPD basis set
C -0.1402 -0.1535 -0.6233
C -0.6257 -1.1982 -0.2932
C -1.3019 -2.4391 0.0706
C -0.4117 -3.6703 0.3872
C 1.0728 -3.4171 0.3469
O 1.7479 -4.5696 0.8151
C 2.5727 -4.3248 1.9370
O -0.6556 -4.6700 -0.6137
C -1.7748 -5.4934 -0.3203
H -0.0087 0.8094 -1.0688
H -1.9060 -2.7094 -0.7977
H -2.0034 -2.2445 0.8831
H -0.7111 -4.1089 1.3425
H 1.3632 -2.5094 0.8789
H 1.3459 -3.2743 -0.7037
H 2.0593 -3.8087 2.7518
H 2.8884 -5.3014 2.3090
H 3.4689 -3.7811 1.6490
H -1.4575 -6.3211 0.3195
H -2.5614 -4.9355 0.1936
H -2.1478 -5.8728 -1.2683
C 6.4513 -1.6925 3.9804
C 5.6877 -1.6981 2.6667
C 5.8504 -0.3873 1.9121
O 4.3077 -1.9611 2.9158
H 6.0753 -0.9043 4.6383
H 6.3072 -2.6448 4.4935
H 7.5202 -1.5350 3.8298
H 6.0404 -2.5224 2.0440
H 5.4592 0.4434 2.5062
H 5.2914 -0.4132 0.9762
H 6.8988 -0.1860 1.6870
H 3.9544 -1.2444 3.4590
C 1.2058 1.7516 3.3282
C 0.7773 0.2955 3.2393
C -0.7042 0.1301 3.5370
O 1.5576 -0.5022 4.1329
H 1.0425 2.1366 4.3390
H 2.2693 1.8522 3.1070
H 0.6445 2.3711 2.6279
H 0.9864 -0.0888 2.2402
H -0.9294 0.4669 4.5534
H -0.9913 -0.9201 3.4684
H -1.3137 0.7037 2.8377
H 1.3873 -0.2099 5.0345
C 5.2967 -5.9699 5.3294
C 4.4646 -5.5330 6.5261
C 2.9777 -5.7269 6.2689
O 4.7381 -4.1696 6.8442
H 5.0412 -5.3703 4.4507
H 6.3589 -5.8248 5.5293
H 5.1274 -7.0208 5.0898
H 4.7604 -6.1066 7.4055
H 2.6578 -5.1215 5.4160
H 2.3957 -5.4089 7.1345
H 2.7443 -6.7712 6.0561
H 4.4861 -3.6403 6.0786
C -2.3606 2.4879 -2.6333
C -3.1867 1.6065 -1.7096
C -4.6702 1.7844 -1.9892
O -2.9042 1.9128 -0.3421
H -2.6093 3.5415 -2.4714
H -1.2939 2.3773 -2.4419
H -2.5450 2.2490 -3.6809
H -2.9041 0.5624 -1.8495
H -4.9665 2.8220 -1.8095
H -5.2739 1.1555 -1.3340
H -4.9004 1.5338 -3.0259
H -3.1447 2.8341 -0.1973
C -1.3926 5.8052 -6.5280
C -1.5626 5.2264 -5.1331
C -1.2529 6.2576 -4.0588
O -0.7316 4.0746 -4.9673
H -0.3584 6.1261 -6.6835
H -1.6198 5.0531 -7.2842
H -2.0491 6.6616 -6.6829
H -2.5869 4.8723 -5.0137
H -0.2145 6.5919 -4.1384
H -1.3823 5.8263 -3.0651
H -1.9027 7.1292 -4.1484
H 0.1852 4.3504 -5.0709
C -5.6839 3.9738 -4.8297
C -5.8527 5.0709 -5.8692
C -6.9277 4.7217 -6.8866
O -4.6088 5.3216 -6.5260
H -5.3738 3.0398 -5.3071
H -4.9068 4.2447 -4.1134
H -6.6111 3.7913 -4.2847
H -6.1141 6.0053 -5.3711
H -6.6579 3.8105 -7.4276
H -7.0330 5.5204 -7.6210
H -7.8930 4.5618 -6.4044
H -4.3477 4.5125 -6.9794
```

The value obtained for the orbital gap is 9.68 eV. The spin multiplicity is 1. For the LUMO energy, the calculation gives 0.61 eV. Its total charge is 0. The HOMO energy is -0.333 hartree.